1.
Molecular formula: C39H44Br2KN2O2S
Method: DFT, ωB97M-V/def2-TZVPD

Each line ends with the Löwdin charge.
CARTESIAN COORDINATES (ANGSTROEM)
H -3.663 1.730 4.511  0.0867
C 5.330 -1.635 1.487  -0.0422
C 1.698 5.869 -4.082  -0.0728
N 1.781 2.275 -0.928  0.1071
C 2.405 -3.146 -1.992  -0.2029
H 4.792 -0.707 -0.395  0.1102
H 6.804 -3.060 3.415  0.0775
H -2.720 -4.412 1.560  0.0789
H 5.380 -3.437 4.390  0.0727
H 3.362 -3.773 3.206  0.1115
H -4.131 -3.353 1.512  0.0829
H -6.775 1.085 1.602  0.0873
H 1.814 -3.012 -2.898  0.0392
C -2.551 -2.955 -0.678  -0.0401
H 1.935 6.895 -4.333  0.1027
C 1.988 5.369 -2.821  -0.0295
H -0.474 -3.657 0.911  0.0781
C -2.546 1.302 0.214  -0.5572
H -1.022 1.266 -6.164  0.0658
H -0.602 -2.373 2.127  0.0847
C 2.126 1.775 0.343  -0.2613
C -3.639 -0.592 1.816  0.0024
C -6.315 1.794 2.293  -0.0575
H -0.112 -2.650 -4.546  0.0679
C 1.991 3.488 -1.205  -0.0931
C 3.328 2.084 0.973  -0.0260
C -5.118 1.149 3.005  -0.5660
C 4.513 -1.397 0.391  -0.0639
C -2.283 -2.467 0.754  -0.5321
H -0.202 -1.959 0.443  0.0394
H -6.008 2.668 1.716  0.0740
C -3.494 1.673 1.141  -0.1145
N 1.088 3.240 -3.429  0.1041
H -3.618 -2.885 -0.907  0.0876
H -6.115 -0.782 3.186  0.0839
H 1.660 0.956 -6.191  0.0685
K 0.310 0.500 -2.829  0.6469
H 2.032 -3.991 -1.413  0.0564
C 4.934 -2.494 2.507  -0.2992
C 3.694 -3.119 2.408  -0.0504
H 2.454 5.987 -2.064  0.1066
O 2.854 -0.561 -1.831  -0.5358
H -7.070 2.114 3.017  0.0764
C 0.009 -1.653 -4.954  -0.2445
H 3.461 -3.261 -2.231  0.0653
H 2.217 -1.456 -5.188  0.0717
H -2.005 -2.351 -1.399  0.0737
H 0.352 3.027 -5.322  0.0936
H -2.095 -0.949 -5.121  0.0731
H -4.150 3.053 3.452  0.0743
H -2.249 -4.003 -0.782  0.0780
H 5.944 -1.772 4.258  0.0650
C -0.468 0.408 -5.800  -0.2485
H -5.253 2.490 4.716  0.0761
C -4.069 0.724 1.979  -0.2006
H 6.286 -1.128 1.560  0.1157
H -4.073 -1.351 2.449  0.0762
Br -1.825 2.655 -0.928  0.7560
C -4.510 2.168 3.980  -0.0575
C 1.230 0.898 0.951  -0.0039
C 0.933 0.242 -5.823  -0.2448
H 2.407 4.193 -0.475  0.1270
C 3.621 1.550 2.220  -0.1387
C -5.637 -0.034 3.823  -0.0768
H 1.882 -3.345 1.275  0.0946
C -2.687 -0.994 0.886  -0.0897
C 1.103 5.033 -5.007  -0.0528
S 2.190 -1.636 -1.039  0.8929
H -2.887 -3.119 2.752  0.0797
H -6.379 0.317 4.545  0.0781
C 2.702 0.713 2.826  -0.6783
C -0.791 -2.620 1.078  -0.0627
H 0.807 -0.293 2.680  0.1018
C 0.815 3.723 -4.632  -0.1034
C -3.057 -3.382 1.705  -0.0805
C -2.072 -0.027 0.018  -0.4642
H -3.781 2.717 1.199  0.0914
C 1.670 4.046 -2.539  -0.2565
H 0.860 5.376 -6.003  0.1018
C 1.227 -1.032 -5.301  -0.2406
O -1.176 -0.305 -0.849  -0.2590
C -1.039 -0.762 -5.263  -0.2285
H 0.321 0.621 0.424  0.0863
C 1.510 0.376 2.204  -0.1027
H 4.558 1.775 2.710  0.0980
H -4.832 -0.522 4.377  0.0834
C 2.863 -2.888 1.323  -0.0713
H 4.054 2.715 0.474  0.1116
Br 3.095 0.003 4.547  0.7316
C 5.814 -2.706 3.709  -0.0644
C 3.288 -2.036 0.314  -0.3820

Properties
- total energy (eV) = -215480.452
- Kohn-Sham gap (eV) = 5.7
- total charge = -1
- ΔE to the lowest compared entry with this formula, charge and spin (kJ/mol) = 0.0
- E_LUMO (eV) = 1.93



2.
Molecular formula: C39H44ClMnN10O3Se2
Method: DFT, ωB97M-V/def2-TZVPD

Each line ends with the Löwdin spin population.
CARTESIAN COORDINATES (ANGSTROEM)
N -5.368 -4.397 -3.016  0.0000
C 4.767 8.382 2.385  0.2191
H 6.584 5.656 1.568  -0.0008
H 6.443 8.129 1.136  0.0003
H -3.597 -6.736 2.423  0.0000
Cl 4.684 10.098 2.104  0.2165
H 2.862 -0.568 -2.553  0.0000
H 6.032 4.097 3.685  0.0175
C -5.801 -2.888 -6.186  0.0000
C -1.782 -6.081 1.488  0.0001
C 5.148 3.156 2.039  0.0144
N -1.234 -3.731 1.669  -0.0003
H 4.548 -3.064 0.505  0.0000
C 2.777 -1.183 -1.676  0.0000
H 4.329 3.874 3.933  -0.0002
C 3.714 -2.564 0.036  0.0000
C 1.661 0.254 1.682  0.0003
H -1.492 -7.062 1.142  0.0000
N -4.457 -4.599 -4.932  0.0000
C -6.030 -3.473 -3.818  0.0000
N 1.724 1.519 2.031  0.0001
C -2.332 -3.603 2.460  -0.0003
H 4.947 1.457 0.179  0.0000
H -1.344 1.213 1.559  -0.0001
H -2.463 0.674 -2.185  -0.0002
H 2.442 3.183 2.901  0.0000
C -6.815 -1.981 -5.981  0.0000
C 3.876 7.779 3.221  0.0787
N -4.437 -5.031 -3.767  0.0000
H -6.518 -4.804 -1.330  0.0000
H -2.520 -2.612 2.845  0.0000
C 3.959 6.394 3.449  0.0569
H -4.873 -1.198 1.349  -0.0001
H 5.030 4.884 -0.115  0.0004
C -5.406 -3.639 -5.075  0.0000
H -5.338 -3.028 -7.146  0.0000
H 3.378 1.717 3.216  0.0000
C -3.630 -3.204 -0.874  -0.0013
H 3.014 5.249 1.471  0.0044
C 5.802 6.248 2.022  0.0523
O 4.220 1.345 0.802  0.0029
O -1.893 -0.601 -0.721  -0.0074
N -3.521 -2.162 -0.002  -0.0024
N 0.372 -0.070 1.430  0.0001
H 2.517 -0.383 1.623  0.0000
Se 2.100 -4.112 1.857  0.0000
O -2.205 -0.974 1.471  -0.0138
C 4.914 5.633 2.851  0.2078
H -1.568 -3.452 -1.290  -0.0004
Se 0.768 -5.429 0.492  0.0000
C 5.737 7.629 1.779  0.0797
H 2.283 5.394 -0.101  0.0005
C 1.530 -1.436 -1.135  0.0000
C 3.897 -1.737 -1.059  0.0001
H -7.550 -2.435 -2.667  0.0000
C -7.424 -1.823 -4.720  0.0000
C 2.448 2.731 -0.802  0.0005
H 1.541 4.363 1.110  0.0004
H -4.029 -4.467 3.412  0.0000
N -4.893 -3.634 -0.820  -0.0004
C -0.934 -4.994 1.269  -0.0002
C -2.829 -0.261 -1.760  -0.0013
C 2.494 4.696 0.706  0.0101
H -3.828 -0.104 -1.343  -0.0001
C 5.062 4.168 3.186  0.0362
C -3.191 -4.644 2.760  0.0000
C 2.855 2.292 2.446  -0.0001
N 0.510 2.057 2.010  0.0000
C 3.869 2.631 1.328  0.0016
H -7.167 -1.381 -6.803  0.0000
H -2.858 -1.032 -2.533  -0.0001
H 3.126 8.391 3.696  0.0002
H 5.209 3.339 -0.947  0.0000
N 1.347 -2.215 -0.054  0.0003
H -8.225 -1.105 -4.622  0.0000
H 2.027 3.418 -1.531  0.0001
H 5.592 2.254 2.481  0.0000
H -2.620 -3.431 -2.731  0.0000
H -4.936 -5.634 -1.460  0.0000
H 5.865 3.501 1.296  -0.0001
C -5.476 -4.696 -1.647  0.0000
C 3.328 3.535 0.171  0.0006
C -2.942 -5.902 2.222  -0.0003
C -2.538 -3.761 -1.694  -0.0007
H 3.260 5.912 4.121  -0.0005
C -7.051 -2.557 -3.617  0.0000
C -0.282 1.103 1.649  0.0000
Mn -0.500 -1.859 0.865  0.0534
H 4.888 -1.560 -1.446  0.0000
C -5.590 -2.879 0.080  -0.0002
C 4.492 4.103 -0.648  0.0006
H 1.615 2.228 -0.316  0.0000
H 4.107 4.548 -1.562  0.0001
C 2.421 -2.799 0.491  0.0002
H 3.031 1.989 -1.342  0.0001
H -2.586 -4.849 -1.706  -0.0001
C -4.737 -1.964 0.607  -0.0008
H -6.629 -3.060 0.277  0.0000
C -2.342 -1.391 0.305  -0.0237
H 0.634 -0.986 -1.560  0.0000

Properties
- multiplicity = 2
- total energy (eV) = -236709.019
- Kohn-Sham gap (spin up / spin down) (eV) = 7.4 / 3.3
- total charge = +3
- E_LUMO (spin up / spin down) (eV) = -7.14 / -11.31



| no. | maximum force (Eh/bohr) |
| --- | --- |
| 1 | 0.0024 |
| 2 | 0.0779 |